# 1
Entry from the Open Molecules 2025 dataset: a structure of composition C19H20Br27O3P in a non-equilibrium geometry (the ωB97M-V functional and the def2-TZVPD basis).

Summary:
E_LUMO in hartree: -0.033
HOMO-LUMO gap in eV: 7.75

CARTESIAN COORDINATES (ANGSTROEM)
C1 -5.0209 -4.5236 0.2674
C2 -4.2564 -3.5976 0.2719
C3 -3.2861 -2.4803 0.1821
C4 -2.1994 -2.6944 1.1941
C5 -1.9149 -1.9104 2.2511
P1 -2.6000 -0.3730 2.9360
C6 -4.3019 -0.0430 2.2977
C7 -2.8556 -0.7591 4.7520
C8 -2.1092 0.2256 5.6806
C9 -0.7081 -2.4778 2.9707
O1 -0.2067 -2.1735 3.9980
O2 -0.1882 -3.4610 2.1179
C10 -1.1947 -3.8194 1.2647
O3 -1.3781 -4.8368 0.6618
H1 -5.4279 -5.5102 0.2988
H2 -3.7554 -1.5019 0.2091
H3 -2.8465 -2.5871 -0.8065
H4 -4.2730 0.7567 1.5525
H5 -4.8211 -0.9149 1.9056
H6 -4.8797 0.3648 3.1335
H7 -3.9318 -0.7254 4.9478
H8 -2.5162 -1.7804 4.9348
H9 -2.6890 0.3071 6.6061
H10 -1.1526 -0.2100 5.9776
H11 -1.9826 1.1975 5.2029
C11 -0.8378 0.0884 -2.3973
Br1 -1.1815 -0.8648 -0.7556
Br2 -2.0789 -0.4112 -3.7851
Br3 -0.8062 1.9887 -2.1087
H12 0.1496 -0.2002 -2.7329
C12 2.7959 2.7948 -0.4571
Br4 2.8343 1.5645 -1.9416
Br5 2.3957 4.5862 -1.0425
Br6 1.5978 2.2064 0.9299
H13 3.7914 2.8110 -0.0310
C13 6.1488 4.2669 -1.8620
Br7 6.0426 5.2774 -0.2191
Br8 6.9488 5.2870 -3.2875
Br9 7.0470 2.5848 -1.6038
H14 5.1327 4.0430 -2.1650
C14 2.2246 -6.0951 1.1298
Br10 2.0137 -7.6224 -0.0235
Br11 3.1004 -6.5781 2.7829
Br12 3.1327 -4.6487 0.2429
H15 1.2306 -5.7446 1.3783
C15 4.2405 8.9323 -3.9184
Br13 5.2745 10.4357 -3.3032
Br14 4.9303 8.2183 -5.5744
Br15 4.0831 7.5722 -2.5664
H16 3.2414 9.2942 -4.1207
C16 0.4300 -8.3503 5.0839
Br16 -0.8134 -9.8002 5.3337
Br17 -0.1937 -7.0959 3.7671
Br18 0.8601 -7.4798 6.7478
H17 1.3472 -8.7789 4.7026
C17 -8.2137 -1.3429 1.2056
Br19 -6.9381 -0.3900 0.1127
Br20 -8.5406 -3.1156 0.5342
Br21 -7.7030 -1.3689 3.0643
H18 -9.1471 -0.8021 1.1423
C18 0.7544 7.7617 -6.2963
Br22 0.9677 6.1099 -5.3307
Br23 -0.7794 7.7190 -7.4587
Br24 0.7036 9.2872 -5.1128
H19 1.6273 7.8771 -6.9240
C19 6.5523 0.8045 -5.6587
Br25 5.8956 -0.5666 -6.8425
Br26 5.2746 1.2304 -4.2810
Br27 8.2687 0.3446 -4.9143
H20 6.6914 1.6977 -6.2515

Results of the Mulliken charge analysis, in e, for atoms 1 through 4:
1. C -0.120
2. C -1.129
3. C -0.007
4. C -0.358

***

# 2
Entry from the Open Molecules 2025 dataset: a cluster of 3 separate species, C19H20ClN2O15P in total in a non-equilibrium geometry (the ωB97M-V functional and the def2-TZVPD basis).

Summary:
E_LUMO in hartree: -0.052
HOMO-LUMO gap in eV: 7.63
Structure (SMILES): COCc1c(O)c(CC(=O)Cl)c(P(O)O)c2c1C(=O)N(CON=O)C2=O.O=C1OCCO1.O=C1OCCO1

CARTESIAN COORDINATES (ANGSTROEM)
C1 2.6185 -2.5845 3.2723
O1 2.6466 -1.1800 2.9080
C2 3.3567 -0.9672 1.6511
C3 2.3655 -0.3136 0.5484
C4 0.9188 -0.8388 0.2919
O2 0.4928 -1.9717 1.0843
C5 -0.0667 -0.2388 -0.7969
C6 -1.4834 -0.9591 -0.9294
C7 -1.3338 -2.2795 -1.8504
O3 -1.2234 -3.4215 -1.3268
Cl1 -1.3128 -2.0637 -3.6640
C8 0.4447 0.9533 -1.6562
P1 -0.6119 1.7177 -3.0085
O4 -0.1845 3.3245 -3.3924
O5 -2.2838 1.8375 -2.5125
C9 1.8784 1.4712 -1.3920
C10 2.8525 0.8710 -0.3246
C11 4.2406 1.6556 -0.4118
O6 5.1032 1.7723 0.4890
N1 4.1907 2.2003 -1.7773
C12 4.9297 1.4887 -2.8462
O7 4.1719 0.3738 -3.4037
N2 3.8754 0.6276 -4.7156
O8 2.7024 0.8590 -4.8196
C13 2.7889 2.5933 -2.0311
O9 2.5919 3.6824 -2.6084
H1 3.5261 -2.8266 3.9310
H2 1.6686 -2.8230 3.9052
H3 2.5671 -3.3028 2.3720
H4 3.7768 -1.9484 1.2167
H5 4.1934 -0.2093 1.8873
H6 -0.2206 -1.6243 1.6658
H7 -1.7434 -1.3619 0.1252
H8 -2.3522 -0.2846 -1.2275
H9 -0.0170 3.8401 -2.5691
H10 -2.2797 2.1461 -1.5646
H11 5.9202 1.0740 -2.4131
H12 5.1785 2.2151 -3.6999
O10 -7.3553 3.8361 -1.2894
C14 -6.6220 3.6158 -2.2111
O11 -6.3082 2.3692 -2.6645
C15 -5.6086 2.5363 -3.8894
C16 -5.0526 3.9204 -3.7769
O12 -5.9926 4.5798 -2.9405
H13 -4.8274 1.7820 -3.9967
H14 -6.3165 2.4357 -4.7175
H15 -4.0728 3.9388 -3.2906
H16 -4.9776 4.4183 -4.7449
O13 0.8040 -5.2722 4.7239
C17 0.1434 -4.5655 5.4340
O14 0.6549 -3.6324 6.2841
C18 -0.4375 -2.8627 6.7659
C19 -1.6038 -3.7885 6.5976
O15 -1.2166 -4.5949 5.4941
H17 -0.2803 -2.5743 7.8064
H18 -0.5289 -1.9586 6.1566
H19 -1.7570 -4.4317 7.4691
H20 -2.5315 -3.2558 6.3830

Results of the Mulliken charge analysis, in e, for atoms 1 through 4:
1. C -0.238
2. O -0.371
3. C -0.604
4. C 0.827

***

# 3
Entry from the Open Molecules 2025 dataset: a structure of composition C19H20CsF3N6O10 in a non-equilibrium geometry (the ωB97M-V functional and the def2-TZVPD basis).

Summary:
E_LUMO in hartree: 0.142
Total charge: -2
HOMO-LUMO gap in eV: 6.38
Relative energy (zero: lowest compared OMol25 entry of this formula, charge and spin) in kJ/mol: 149.6

CARTESIAN COORDINATES (ANGSTROEM)
Cs1 -0.2612 -1.8525 -0.8947
O1 -2.4498 -2.7222 -1.5889
C1 -2.9942 -1.6206 -1.8832
O2 -2.8698 -0.9725 -2.9418
C2 -3.8552 -0.9762 -0.7949
C3 -5.1938 -1.1602 -0.7494
C4 -5.9788 -0.5035 0.2372
C5 -5.3919 0.3466 1.1444
C6 -4.0238 0.5405 1.1318
C7 -3.1556 -0.1143 0.1592
O3 -1.9228 0.0535 0.0824
N1 -3.5000 1.4700 2.1271
O4 -4.2847 2.2726 2.6463
O5 -2.3025 1.5139 2.3263
N2 -7.4004 -0.7090 0.2874
O6 -7.9138 -1.4434 -0.5529
O7 -8.0735 -0.1102 1.1265
H1 -5.6856 -1.8057 -1.4661
H2 -5.9923 0.8550 1.8782
N3 -0.1640 2.9614 -1.2806
C8 -0.4544 2.0173 -2.3697
C9 0.8455 1.5317 -2.9817
N4 0.6340 0.2424 -3.6508
H3 0.3449 2.4544 -0.5617
H4 -1.0356 3.2286 -0.8416
H5 -1.0472 2.5320 -3.1288
H6 -1.0312 1.1502 -2.0477
H7 1.5656 1.3759 -2.1737
H8 1.2524 2.3113 -3.6335
H9 1.4346 -0.0323 -4.2012
H10 -0.1900 0.2503 -4.2399
C10 2.0539 -3.6748 2.4463
C11 1.2260 -2.4065 2.4857
O8 0.0319 -2.4154 2.7580
N5 1.9419 -1.2796 2.2660
C12 1.3001 0.0301 2.1388
C13 2.3388 1.0194 1.6736
C14 3.3894 1.3817 2.5136
C15 4.3689 2.2325 2.0398
C16 4.2661 2.7168 0.7435
C17 3.1741 2.3281 -0.0131
N6 2.2271 1.4959 0.4314
H11 1.4027 -4.5126 2.2064
H12 2.4867 -3.8376 3.4365
H13 2.8588 -3.6010 1.7119
H14 2.8290 -1.3824 1.7656
H15 0.8938 0.3264 3.1076
H16 0.4721 0.0125 1.4332
H17 3.4331 0.9754 3.5183
H18 5.2044 2.5154 2.6714
H19 5.0168 3.3766 0.3240
H20 3.0456 2.6992 -1.0273
F1 5.2009 -2.3028 -2.0701
C18 4.1316 -1.4829 -1.9319
F2 4.5911 -0.2191 -2.0387
F3 3.3308 -1.6953 -2.9849
C19 3.4357 -1.7368 -0.5602
O9 2.3100 -2.2692 -0.6231
O10 4.1338 -1.3793 0.4142

Results of the Mulliken charge analysis, in e, for atoms 1 through 4:
1. Cs 1.402
2. O -0.881
3. C -0.542
4. O -0.672